# 1
Formula: C15H38N3O9S2
Source: the Open Molecules 2025 dataset
Level of theory: ωB97M-V with the def2-TZVPD basis set

Results
multiplicity	1
lowest unoccupied orbital energy	2.10	eV
charge	-1
molecular weight	468.6	g/mol
energy above the lowest of the compared OMol25 structures with the same formula, charge and spin	439.4	kJ/mol

Structure (XYZ):
```
67
C15H38N3O9S2 | the Open Molecules 2025 dataset | ωB97M-V with the def2-TZVPD basis set
C 1.345 -2.584 7.277
C 0.428 -1.622 6.274
O 1.328 -0.552 5.810
C -0.026 -2.479 4.949
S -1.853 -2.950 4.918
O -2.575 -1.966 3.959
O -1.900 -4.394 4.285
N -2.566 -3.086 6.506
S -3.918 -2.002 6.726
O -4.752 -2.591 7.930
O -3.429 -0.593 7.236
H 1.976 -3.380 6.693
H 0.652 -3.166 8.039
H 2.072 -1.829 7.847
H -0.448 -1.113 6.860
H 0.851 0.011 5.125
H 0.659 -3.456 4.940
H 0.194 -1.891 3.951
H -4.768 -1.873 5.616
C -3.860 -0.805 -3.716
O -3.749 0.208 -2.731
C -4.737 0.096 -1.699
C -4.078 -0.278 -0.363
N -3.593 -1.664 -0.382
C -2.746 -2.002 0.769
C -1.400 -1.262 0.895
O -0.464 -1.587 -0.136
C -0.597 -0.811 -1.317
H -3.159 -0.573 -4.526
H -3.587 -1.781 -3.305
H -4.870 -0.843 -4.134
H -5.535 -0.608 -1.964
H -5.194 1.086 -1.596
H -4.809 -0.164 0.445
H -3.257 0.424 -0.190
H -3.055 -1.816 -1.230
H -2.535 -3.075 0.693
H -3.323 -1.860 1.691
H -0.935 -1.596 1.830
H -1.519 -0.177 0.991
H -0.952 0.204 -1.117
H -1.261 -1.315 -2.023
H 0.385 -0.743 -1.793
C 2.658 1.317 -1.367
O 2.745 0.858 -2.706
C 1.725 1.402 -3.551
C 2.338 2.350 -4.591
N 2.814 3.589 -3.962
C 3.622 4.426 -4.858
C 4.969 3.849 -5.337
O 5.935 3.695 -4.294
C 5.844 2.468 -3.587
H 3.385 0.759 -0.766
H 2.911 2.379 -1.301
H 1.661 1.143 -0.951
H 0.930 1.896 -2.978
H 1.271 0.555 -4.078
H 1.583 2.597 -5.346
H 3.159 1.819 -5.082
H 3.378 3.354 -3.150
H 3.829 5.354 -4.312
H 3.018 4.703 -5.730
H 5.402 4.577 -6.033
H 4.855 2.922 -5.909
H 5.489 1.644 -4.213
H 5.199 2.586 -2.712
H 6.841 2.212 -3.217
```

These are the Mulliken partial charges, in e, on atoms 1 to 4: -1.07 0.52 -0.61 -0.70


# 2
Formula: C15H39Br2N5O12
Source: the Open Molecules 2025 dataset
Level of theory: ωB97M-V with the def2-TZVPD basis set

Results
multiplicity	1
lowest unoccupied orbital energy	-1.03	eV
molecular weight	641.3	g/mol
energy above the lowest of the compared OMol25 structures with the same formula, charge and spin	3285.6	kJ/mol

Structure (XYZ):
```
73
C15H39Br2N5O12 | the Open Molecules 2025 dataset | ωB97M-V with the def2-TZVPD basis set
C 1.231 -3.406 0.420
N 1.978 -3.772 -0.866
O 1.257 -4.070 -1.816
O 3.217 -3.644 -0.918
H 0.196 -3.104 0.262
H 1.862 -2.672 0.922
H 1.136 -4.418 0.814
C -3.855 1.560 -0.571
N -4.275 0.148 -0.649
O -3.975 -0.522 -1.653
O -5.116 -0.165 0.100
H -4.156 2.006 0.377
H -4.137 2.093 -1.479
H -2.776 1.548 -0.727
C 3.403 -3.095 -2.942
N 2.687 -1.795 -2.624
O 3.150 -1.131 -1.679
O 1.714 -1.575 -3.300
H 4.012 -3.413 -2.096
H 4.010 -2.787 -3.794
H 2.707 -3.894 -3.198
C 1.402 1.275 -2.469
N 2.644 1.883 -3.065
O 3.616 1.250 -2.695
O 2.570 2.680 -3.960
H 0.552 1.728 -2.979
H 1.386 1.529 -1.409
H 1.260 0.199 -2.562
C -3.062 2.928 2.362
N -2.657 1.546 1.930
O -3.468 0.765 1.496
O -1.483 1.263 2.049
H -3.725 3.258 1.562
H -2.112 3.441 2.207
H -3.464 2.984 3.373
Br 1.558 2.358 -0.073
C 0.888 2.026 1.795
C 0.022 3.178 2.331
Br -0.861 2.610 4.090
H 1.725 1.748 2.435
H 0.291 1.118 1.710
H -0.777 3.375 1.616
H 0.489 4.151 2.477
C 1.101 -1.709 -1.761
C -0.122 -0.927 -2.160
O -0.243 0.360 -1.450
C -1.457 0.547 -0.718
C -1.299 1.924 0.079
H 2.000 -1.097 -1.839
H 1.047 -2.061 -0.731
H 1.295 -2.564 -2.409
H 0.085 -0.680 -3.201
H -1.074 -1.450 -2.070
H -2.264 0.672 -1.440
H -1.733 -0.205 0.021
H -0.422 1.897 0.726
H -2.257 2.204 0.516
H -1.083 2.608 -0.742
C 1.723 0.324 3.830
C 1.245 -0.695 2.735
O 0.167 -0.153 1.995
C -0.058 -0.769 0.724
C -1.389 -1.554 0.779
H 2.213 1.196 3.398
H 0.812 0.572 4.376
H 2.247 -0.222 4.614
H 2.080 -1.017 2.112
H 0.869 -1.649 3.103
H -0.146 -0.011 -0.055
H 0.750 -1.435 0.423
H -2.255 -0.912 0.937
H -1.354 -2.304 1.569
H -1.538 -2.077 -0.166
```

These are the Mulliken partial charges, in e, on atoms 1 to 4: -1.56 1.18 -0.53 -0.62


# 3
Formula: C15H39O14P3
Source: the Open Molecules 2025 dataset
Level of theory: ωB97M-V with the def2-TZVPD basis set

Results
structure (SMILES)	COP(=O)(OC)OC.COP(=O)(OC)OC.COP(=O)(OC)OC.CC(C)=O.CC(C)=O
multiplicity	1
lowest unoccupied orbital energy	0.55	eV
molecular weight	536.4	g/mol
energy above the lowest of the compared OMol25 structures with the same formula, charge and spin	70.4	kJ/mol

Structure (XYZ):
```
71
C15H39O14P3 | the Open Molecules 2025 dataset | ωB97M-V with the def2-TZVPD basis set
C 0.198 -0.195 -3.616
O 1.244 0.513 -2.919
P 1.084 0.575 -1.289
O -0.285 0.240 -0.781
O 2.081 -0.672 -0.887
C 1.834 -1.188 0.413
O 1.797 1.841 -0.593
C 3.169 2.170 -0.960
H -0.755 0.044 -3.305
H 0.024 -1.169 -3.226
H 0.207 -0.212 -4.826
H 2.643 -1.960 0.582
H 0.962 -1.683 0.618
H 1.979 -0.256 1.012
H 3.641 2.984 -0.317
H 3.451 2.280 -1.989
H 3.831 1.347 -0.554
C -0.578 -3.787 -1.451
O -1.325 -2.552 -1.540
P -2.289 -2.160 -0.402
O -3.219 -3.240 -0.361
O -1.544 -1.931 0.983
C -1.897 -0.839 1.793
O -3.057 -0.944 -0.988
C -3.805 -1.149 -2.255
H 0.346 -3.402 -0.818
H 0.023 -3.926 -2.451
H -1.100 -4.621 -0.841
H -2.997 -0.622 1.883
H -1.245 0.162 1.476
H -1.501 -1.200 2.816
H -3.054 -1.026 -3.078
H -4.380 -0.425 -2.262
H -4.201 -2.195 -2.289
C -3.105 2.189 -1.157
O -3.023 3.520 -1.490
P -1.501 4.313 -1.533
O -0.545 3.218 -1.750
O -1.229 5.179 -2.890
C -1.090 4.457 -4.136
O -1.162 5.033 -0.122
C 0.198 5.473 0.162
H -4.002 1.853 -1.415
H -2.722 1.976 -0.106
H -2.206 1.794 -1.759
H -1.803 3.435 -4.041
H -0.175 4.058 -4.576
H -1.525 5.071 -4.934
H 0.473 6.262 -0.466
H 0.798 4.502 0.110
H 0.298 5.808 1.141
C 2.896 -6.942 1.445
C 2.901 -5.593 2.381
C 3.107 -5.762 3.843
O 2.824 -4.484 1.940
H 1.920 -6.688 0.610
H 2.683 -7.924 2.013
H 3.849 -6.829 0.965
H 4.203 -6.079 3.872
H 2.595 -6.530 4.285
H 2.934 -4.906 4.441
C -0.646 1.585 4.464
C 0.660 2.070 3.719
C 0.545 3.054 2.534
O 1.756 1.758 4.157
H -0.384 0.684 5.043
H -1.398 1.254 3.666
H -0.927 2.386 5.239
H -0.209 2.851 1.926
H 1.256 3.028 1.864
H 0.488 4.100 2.958
```

These are the Mulliken partial charges, in e, on atoms 1 to 4: -0.70 -0.40 -0.51 0.98